# 1
ORCA calculation (wB97M-V/def2-TZVPD) on a cluster of 13 separate species, C37H79N5O26 in total at a distorted geometry.

Calculated values
Total charge: 0
Molecular weight, g/mol: 1010.0
Spin multiplicity: 1
HOMO level, eV: -9.964
Total energy, hartree: -3686.65050
Energy relative to the best compared isomer or geometry (same formula, charge and spin), kcal per mole: 47.6

CARTESIAN COORDINATES (ANGSTROEM)
C  0.383964  -1.625409  0.335291
N  0.616586  -0.145803  0.173734
O  -0.081615  0.666004  0.742995
O  1.634114  0.119136  -0.400579
H  -0.333480  -1.870741  -0.447768
H  -0.037001  -1.764020  1.331104
H  1.314689  -2.177583  0.205061
C  -4.833079  -7.020244  -3.255435
N  -4.941937  -5.697998  -2.629685
O  -5.919664  -5.014552  -2.965205
O  -4.099913  -5.378723  -1.768396
H  -4.446691  -6.786355  -4.247463
H  -5.797746  -7.527170  -3.278898
H  -4.130355  -7.729226  -2.817690
C  -3.911281  -2.016245  8.076171
N  -2.488424  -2.053505  7.630829
O  -1.709299  -2.478198  8.466362
O  -2.266452  -1.870322  6.438889
H  -4.492569  -1.450831  7.347812
H  -3.910381  -1.516337  9.044777
H  -4.352214  -2.986370  8.305375
C  6.053166  -1.323596  -2.266432
N  6.511227  -2.719957  -2.129531
O  5.835192  -3.466413  -1.426933
O  7.532803  -3.068045  -2.734734
H  6.672642  -0.926487  -3.070579
H  6.228746  -0.805613  -1.323584
H  5.006457  -1.193398  -2.541300
C  -2.840276  3.754037  4.771122
N  -3.873810  3.977376  5.869628
O  -4.017806  5.090121  6.280359
O  -4.345185  2.949047  6.389223
H  -3.419108  3.162438  4.061859
H  -2.122161  3.080037  5.238188
H  -2.390860  4.588791  4.233242
O  -8.285072  2.206544  1.302578
C  -7.683623  2.563034  2.367526
O  -6.956538  1.682782  3.102917
C  -6.786715  0.286823  2.693158
C  -5.805276  -0.034607  1.576803
C  -7.884737  3.898059  3.111515
H  -7.748987  -0.088220  2.344628
H  -6.639773  -0.329812  3.579873
H  -6.073452  -0.997742  1.142575
H  -4.751444  -0.024607  1.855081
H  -6.001398  0.667924  0.766814
H  -8.946093  4.134106  3.188278
H  -7.194819  4.599224  2.641961
H  -7.645437  3.807171  4.171031
O  6.353273  -0.092962  4.796345
C  5.238690  0.311636  4.381226
O  4.199635  -0.446227  4.121679
C  4.176961  -1.862942  4.505532
C  3.928724  -2.148654  5.986469
C  4.997603  1.807801  4.190710
H  5.175722  -2.233309  4.274437
H  3.399399  -2.416583  3.979247
H  2.958813  -1.720697  6.239925
H  4.786863  -1.733062  6.514644
H  3.766576  -3.211495  6.165854
H  4.265010  1.807215  3.383607
H  5.929023  2.228754  3.812073
H  4.738847  2.357078  5.095933
O  -1.496856  -7.416440  6.632330
C  -2.188662  -7.310305  5.624848
O  -1.764676  -7.376637  4.320449
C  -0.411873  -7.589442  3.986884
C  -0.090833  -7.169756  2.544091
C  -3.644097  -7.083986  5.612887
H  -0.022109  -8.558845  4.297453
H  0.234666  -6.982962  4.621123
H  -0.614263  -6.325750  2.094887
H  -0.370971  -7.985384  1.877480
H  0.975849  -6.957642  2.471345
H  -4.039913  -7.249412  6.614919
H  -4.188417  -7.657184  4.862371
H  -3.894005  -6.053173  5.361787
O  -4.808720  5.518932  -0.736359
C  -5.255737  5.233428  -1.875271
O  -6.114433  5.907517  -2.661881
C  -6.669912  7.138742  -2.323658
C  -7.546018  7.531294  -3.538010
C  -4.788026  3.991862  -2.552735
H  -5.874276  7.876188  -2.217728
H  -7.212974  7.085567  -1.380071
H  -8.480450  6.978364  -3.442126
H  -7.072537  7.508795  -4.519550
H  -8.016884  8.511050  -3.457623
H  -3.982857  3.540893  -1.972707
H  -4.268358  4.089702  -3.505875
H  -5.609704  3.277942  -2.609929
O  3.275618  -8.430084  -3.323315
C  3.166558  -7.574283  -4.157989
O  4.134765  -7.226284  -5.100926
C  5.401015  -7.841710  -5.157435
C  5.334695  -9.248889  -5.718555
C  1.794985  -6.791965  -4.371719
H  5.865549  -7.809780  -4.171890
H  6.123501  -7.234467  -5.702743
H  5.167110  -9.186752  -6.793802
H  4.496549  -9.837000  -5.344743
H  6.253860  -9.805937  -5.537047
H  1.811730  -5.920394  -3.717358
H  1.017004  -7.511909  -4.117707
H  1.649947  -6.472308  -5.403645
O  -1.376944  -0.682418  -5.396537
C  -2.030006  -0.133734  -6.270509
O  -1.647596  0.887319  -7.100111
C  -0.346651  1.418207  -7.085685
C  -0.116861  2.482435  -5.938487
C  -3.474662  -0.618310  -6.522640
H  -0.101053  1.908710  -8.027592
H  0.355317  0.639198  -6.788212
H  -0.933639  3.198004  -6.032989
H  0.851119  2.981046  -5.988480
H  -0.290287  2.089191  -4.936800
H  -3.313766  -1.367795  -7.297562
H  -4.077555  0.151902  -7.003695
H  -3.918304  -1.097412  -5.649866
O  8.818874  4.030634  -2.661691
C  8.113671  3.864599  -3.676103
O  8.577157  3.654741  -4.971194
C  9.985263  3.458324  -5.237955
C  10.395742  2.190979  -5.939402
C  6.637286  3.957049  -3.626472
H  10.505127  3.585597  -4.288411
H  10.259132  4.336059  -5.823326
H  11.450507  1.994303  -5.747376
H  10.157717  2.297377  -6.997757
H  9.845235  1.339095  -5.540234
H  6.127996  3.832204  -4.582053
H  6.246479  4.936665  -3.351280
H  6.283767  3.166101  -2.965018
O  0.332929  8.467235  1.660208
C  0.971535  7.455685  1.880866
O  1.810872  7.296979  2.986671
C  1.942985  8.373530  3.939935
C  0.645594  8.631958  4.784873
C  1.103779  6.315668  0.851352
H  2.285792  9.328376  3.541360
H  2.787320  8.102660  4.573834
H  -0.174255  8.910522  4.122786
H  0.713708  9.438964  5.514398
H  0.382580  7.737212  5.349098
H  1.569756  6.711939  -0.050833
H  0.140361  5.870493  0.602844
H  1.688081  5.486037  1.249362

Atoms 1-2, force components in eV/Å:
C -0.9 0.3 0.1
N 0.8 -0.6 1.5



# 2
ORCA calculation (wB97M-V/def2-TZVPD) on a structure of composition C3H8O2Yb at a distorted geometry.

Calculated values
Total charge: 0
Molecular weight, g/mol: 249.1
Spin multiplicity: 1
HOMO level, eV: -6.516
Total energy, hartree: -1428.20244
Energy relative to the best compared isomer or geometry (same formula, charge and spin), kcal per mole: 0.0

CARTESIAN COORDINATES (ANGSTROEM)
C  -0.662932  1.737384  0.018253
C  -1.911087  0.966094  -0.343267
O  -1.521240  -0.438802  -0.482471
C  -2.503752  -1.306258  -0.993315
Yb  0.840323  -0.063507  -0.072610
H  -0.443413  2.521894  -0.720087
H  -0.736250  2.184501  1.020366
H  -2.358397  1.270467  -1.303848
H  -2.693152  0.981237  0.433303
H  -2.390032  -2.300126  -0.536399
H  -3.508570  -0.907287  -0.785170
O  2.487296  -1.398320  -0.087884
H  2.947055  -1.781768  0.657825
H  -2.361675  -1.394440  -2.076530

Atoms 1-2, force components in eV/Å:
C -1.0 1.4 0.1
C 0.2 0.7 0.2



# 3
ORCA calculation (wB97M-V/def2-TZVPD) on an isolated molecule of C5H6S at a distorted geometry.

Calculated values
Total charge: 0
Molecular weight, g/mol: 98.2
Spin multiplicity: 1
HOMO level, eV: -9.082
SMILES: C#CC(=C)CS
Total energy, hartree: -592.14212
Energy relative to the best compared isomer or geometry (same formula, charge and spin), kcal per mole: 81.4

CARTESIAN COORDINATES (ANGSTROEM)
C  -0.843281  2.208091  0.736355
C  -0.531170  1.054363  0.500966
C  0.208917  -0.075421  0.374311
C  1.443328  -0.126073  0.577055
C  -0.789582  -1.146439  -0.108626
S  -0.938892  -0.650273  -1.906898
H  -0.912176  3.228762  0.850865
H  2.271575  0.723759  0.471756
H  1.801360  -1.177756  0.587625
H  -0.421738  -2.231605  -0.159680
H  -1.645221  -1.242718  0.385509
H  0.356881  -0.564690  -2.309237

Atoms 1-2, force components in eV/Å:
C 0.7 -3.0 -0.7
C -1.0 6.2 0.9



# 4
ORCA calculation (wB97M-V/def2-TZVPD) on a structure of composition C4H4AuLiO5 at a distorted geometry.

Calculated values
Total charge: +2
Molecular weight, g/mol: 336.0
Spin multiplicity: 3
HOMO level (spin up / spin down), eV: -16.949 / -18.638
⟨S²⟩: 2.09
Total energy, hartree: -673.27548
Energy relative to the best compared isomer or geometry (same formula, charge and spin), kcal per mole: 3.9

CARTESIAN COORDINATES (ANGSTROEM)
O  -0.854779  0.918297  -2.871872
C  -0.348545  0.829131  -1.717017
O  -0.127290  1.824019  -0.985884
O  -0.187142  -0.427675  -1.295404
C  0.954714  -0.841033  -0.505930
C  0.762545  -0.950644  0.998274
H  1.794225  -0.160708  -0.704880
H  1.261303  -1.792654  -0.958827
H  0.825950  -1.055056  2.094104
H  1.701756  -1.525393  1.144375
O  -1.188847  -1.541349  1.495006
O  -1.426240  0.569909  2.137106
C  -1.793644  -0.602364  2.079920
Li  -1.212115  3.129932  -2.189785
Au  -0.161890  1.625588  1.280813

Atoms 1-2, force components in eV/Å:
O 1.0 1.5 2.3
C -1.5 -3.6 -2.7